No. 1
Molecular formula: C29H45NNbO13
Method: DFT, ωB97M-V/def2-TZVPD

The spin multiplicity is 1. The value obtained for the molar mass is 708.6 g/mol. The LUMO energy is 2.08 eV. The value obtained for the highest occupied orbital energy is -4.99 eV. Its charge is -1. The value obtained for the total energy is -2221.72341 a.u.

```
89
Properties=species:S:1:pos:R:3:forces:R:3
C 2.00855 -1.79165 1.22831 -0.6 -0.3 0.1
C 0.79840 -1.85888 1.31853 -0.1 1.1 -0.8
C -0.67910 -1.63972 1.17074 1.4 -1.0 0.9
Nb -1.19880 -0.01346 -0.35514 0.1 1.5 -2.6
C 0.52095 -0.78439 -1.60670 -0.1 -0.6 -0.1
C 0.44688 -0.61499 -3.13654 1.6 0.1 0.4
O 0.47453 -1.92178 -3.76309 -0.5 0.6 -0.2
C 0.14445 1.36712 0.92194 -1.5 -0.3 1.1
C -0.55838 2.59776 1.55084 1.7 0.6 -0.1
O -1.62601 2.26230 2.46538 -1.0 -0.7 -0.8
C -2.75396 2.99144 2.23910 -1.0 0.9 0.6
C -4.11351 2.35466 1.85300 1.2 -0.8 -0.2
O -2.72377 4.19272 2.37445 0.2 0.1 -0.3
O -1.73784 1.46858 -1.62436 1.4 -1.1 1.3
C -0.74193 2.35736 -2.08333 -0.9 1.0 -1.7
C -1.18304 3.85166 -1.89842 0.5 -0.7 0.3
C 0.03168 4.76100 -1.54528 -0.5 -0.2 -0.4
C -2.74730 -1.43223 -1.29864 1.2 1.4 1.8
C -2.94011 -1.45170 -2.67187 -1.4 -1.1 0.0
C -3.94231 -2.34038 -3.13030 1.1 1.0 0.3
C -4.60285 -3.07638 -2.17034 -1.3 -1.2 -1.3
N -4.42228 -3.08686 -0.86045 0.1 0.3 0.5
C -3.49392 -2.23759 -0.42542 -0.1 -0.2 -1.0
H 3.05617 -1.72492 1.02297 -0.2 -0.2 0.2
H -1.07792 -2.63628 0.91059 -0.2 0.4 0.0
H -1.04460 -1.39958 2.18490 -0.2 0.0 -0.4
H -2.55262 0.48774 0.75968 0.0 -0.6 0.4
H 0.59604 -1.87261 -1.41896 0.0 0.4 0.0
H 1.47040 -0.37476 -1.21358 -0.3 -0.1 -0.2
H 1.39746 -0.13137 -3.45241 -0.4 0.1 0.1
H -0.36018 0.02584 -3.52624 -0.2 -0.5 0.1
H 0.62746 -1.70537 -4.69054 0.0 -0.4 0.0
H 1.02195 1.65241 0.31376 -0.4 0.2 0.1
H 0.55653 0.81420 1.78666 -0.1 0.0 -0.4
H -0.93853 3.32589 0.82263 0.0 -0.3 0.0
H 0.21445 3.13701 2.13531 -0.5 0.0 0.0
H -4.96075 3.01737 2.05089 0.5 0.0 0.2
H -4.04800 2.17963 0.76617 -0.1 0.0 0.3
H -4.24901 1.36049 2.29935 0.0 0.3 -0.1
H 0.28480 2.17144 -1.73278 -0.4 0.0 0.4
H -0.69737 2.22853 -3.18805 0.2 -0.2 0.4
H -1.67100 4.18790 -2.82590 0.2 -0.1 0.3
H -1.96795 3.85474 -1.12642 0.4 0.1 -0.1
H 0.96012 4.17228 -1.48500 -0.3 0.1 0.1
H 0.18553 5.49244 -2.35277 0.0 0.1 0.5
H -0.13499 5.24509 -0.57539 0.2 0.1 -0.3
H -2.41594 -0.82636 -3.39040 0.1 0.0 0.3
H -4.17621 -2.43107 -4.19209 -0.1 -0.1 0.3
H -5.39021 -3.74804 -2.54213 0.2 0.1 0.2
H -3.32510 -2.20243 0.65150 -0.1 0.0 -0.3
C 4.10708 -5.91940 -4.72975 0.3 0.0 0.3
C 3.39742 -4.65072 -4.32336 0.2 -0.7 -0.2
C 3.41439 -3.57010 -5.37228 -0.3 0.1 -0.2
O 3.28193 -2.38936 -4.58067 0.4 -0.1 0.0
C 3.82399 -2.66663 -3.36516 -0.2 0.1 0.2
O 4.05478 -1.85553 -2.53189 0.1 0.1 0.0
O 4.06662 -3.99973 -3.23598 -0.1 0.3 -0.2
H 5.13136 -5.71114 -5.04541 0.0 0.1 -0.1
H 4.16981 -6.60855 -3.88715 -0.1 0.0 0.0
H 3.58059 -6.41237 -5.54775 0.0 0.0 0.0
H 2.37758 -4.87682 -3.99951 0.0 0.1 0.0
H 2.59420 -3.65870 -6.08288 -0.1 0.2 0.1
H 4.36001 -3.51352 -5.91990 0.0 -0.2 0.1
C 5.79318 0.26556 -0.50975 0.3 -0.2 -0.2
C 6.22370 0.49673 0.91708 -0.4 -0.1 -0.7
C 6.11702 1.92694 1.37106 -0.3 0.1 0.3
O 7.10336 1.98225 2.40990 0.2 -0.1 -0.1
C 8.05160 1.05797 2.10046 0.1 -0.1 0.0
O 9.10788 0.97222 2.63808 0.0 0.0 0.0
O 7.63054 0.25018 1.09284 0.0 0.3 0.4
H 6.33448 0.92299 -1.19343 0.0 0.1 0.1
H 6.01281 -0.75680 -0.81553 -0.2 0.0 0.0
H 4.72373 0.44143 -0.62762 0.0 -0.1 0.0
H 5.68074 -0.17673 1.58681 0.0 0.1 0.1
H 5.13011 2.17730 1.75482 0.1 0.0 0.2
H 6.39454 2.64550 0.59538 0.0 -0.1 -0.1
C -3.83240 1.51384 5.47970 -0.1 -0.1 -0.4
C -5.15569 1.53665 6.20320 0.8 0.0 -0.3
C -5.32469 0.43504 7.21472 0.0 0.0 0.4
O -6.74886 0.29767 7.26798 0.0 0.0 -0.2
C -7.22533 0.67383 6.04844 0.0 0.0 -0.2
O -8.33991 0.49899 5.68051 -0.1 0.0 0.0
O -6.25191 1.27235 5.31296 -0.3 -0.1 0.4
H -3.65223 0.54256 5.01514 0.0 0.0 0.1
H -3.81630 2.24352 4.67106 0.0 0.1 0.2
H -3.01229 1.72914 6.16534 0.0 0.0 0.0
H -5.32113 2.52128 6.65187 -0.1 -0.1 0.1
H -4.92068 0.69110 8.19240 -0.2 0.0 0.1
H -4.89874 -0.51679 6.88745 0.1 0.1 -0.1
```
Positions in Å, forces in eV/Å.

No. 2
Molecular formula: C29H46AsN7O3Sn
Method: DFT, ωB97M-V/def2-TZVPD

The spin multiplicity is 1. As for the relative energy (zero: lowest compared OMol25 entry of this formula, charge and spin): 26.86 kcal/mol. The value obtained for the molar mass is 734.4 g/mol. The LUMO energy (alpha / beta) is -13.19 / -12.60 eV. The value obtained for the highest occupied orbital energy (alpha / beta) is -16.62 / -16.62 eV. Its charge is +4. The value obtained for the total energy is -4190.36565 a.u.

```
87
Properties=species:S:1:pos:R:3:forces:R:3
Sn 0.22722 2.11896 -0.36761 0.3 0.3 0.4
C -1.31637 4.36383 1.32470 0.2 -0.1 0.1
N -0.25031 4.61367 2.26174 -0.1 0.0 0.0
C -0.45319 5.37912 3.49148 0.1 -0.1 0.0
C 0.95641 5.41063 4.09797 0.1 -0.1 -0.2
N 1.76255 4.62185 3.14456 0.1 0.1 0.1
C 3.15923 4.34501 3.47502 -0.2 0.1 -0.2
C 1.02682 4.20811 2.09942 0.0 -0.4 -0.4
N 1.40283 3.50129 1.02158 -0.5 0.0 0.2
C 2.81840 3.32924 0.69784 0.0 0.1 0.3
C 2.93644 3.19535 -0.79663 0.2 0.1 -0.1
N 2.27095 1.95335 -1.18918 -0.2 -0.1 0.0
C 2.87531 1.06579 -1.96035 0.1 -0.3 -0.3
N 3.91904 1.25502 -2.79685 0.0 0.0 0.1
C 4.58469 2.48311 -3.21306 0.0 0.0 0.0
C 4.36482 -0.00812 -3.39179 0.1 0.0 0.1
C 3.24308 -0.97753 -3.03641 -0.1 0.0 0.0
N 2.50153 -0.24292 -2.01464 0.2 0.3 -0.1
C 1.35131 -0.82194 -1.38466 -0.1 -0.1 0.0
H -2.15560 5.01145 1.56701 0.0 0.0 0.0
H -1.66535 3.32577 1.38008 -0.1 0.1 0.0
H -0.97736 4.57250 0.30832 -0.1 0.1 0.0
H -1.17944 4.88918 4.14057 0.0 -0.1 0.0
H -0.83683 6.37192 3.25813 0.1 0.0 0.0
H 1.00809 4.95072 5.08341 -0.1 -0.1 0.0
H 1.36173 6.41636 4.19499 0.0 0.1 -0.1
H 3.28917 4.52714 4.53819 0.0 -0.1 0.0
H 3.84076 5.00447 2.93958 0.0 0.0 0.1
H 3.41446 3.31177 3.26110 0.0 0.0 0.1
H 3.21704 2.42295 1.16629 0.1 0.1 0.0
H 3.42000 4.18060 1.00956 -0.1 0.0 0.0
H 3.98480 3.22382 -1.06213 0.1 -0.1 0.0
H 2.44415 4.05025 -1.26571 0.0 0.0 0.0
H 3.86469 3.27225 -3.41702 0.0 0.0 0.1
H 5.11202 2.26624 -4.13947 -0.1 0.0 0.0
H 5.32708 2.82776 -2.49471 0.0 0.0 0.0
H 5.32615 -0.30721 -2.97152 0.0 0.0 0.0
H 4.48029 0.11337 -4.46669 0.0 0.0 0.0
H 3.62211 -1.91204 -2.62598 0.0 0.0 0.0
H 2.60082 -1.20319 -3.89199 0.0 0.0 0.0
H 1.33249 -1.88270 -1.62955 0.1 0.0 0.0
H 0.40962 -0.40255 -1.75339 0.0 0.0 0.0
H 1.38748 -0.73547 -0.29724 0.0 0.1 0.0
C -2.37816 -7.68459 -1.19314 -0.1 -0.1 0.2
O -2.00692 -7.08328 0.11325 0.0 -1.1 1.4
C -2.04525 -7.78196 1.24218 0.2 0.6 -0.2
C -2.60314 -9.11627 1.37940 0.5 1.2 -0.4
C -2.55680 -9.74609 2.57845 0.6 0.4 1.3
C -1.94154 -9.11356 3.73519 -0.1 0.4 -1.1
C -1.37835 -7.79904 3.63559 -0.5 -1.1 0.1
C -1.44480 -7.11688 2.45953 -0.7 -0.3 -1.5
N -0.78928 -5.85279 2.37816 -0.3 0.8 -0.7
C -1.13323 -4.65126 1.87908 0.3 -1.0 0.6
C -2.35548 -4.13465 1.42267 -0.3 0.0 -0.1
C -3.60193 -4.74548 1.55980 0.2 0.1 -0.1
C -4.77386 -4.08560 1.18510 0.0 0.0 0.0
C -4.74129 -2.79067 0.62810 0.1 0.0 0.0
C -3.55007 -2.13316 0.47388 -0.1 -0.1 0.0
C -2.28558 -2.74152 0.87324 0.0 0.0 0.1
O -1.22746 -2.12432 0.77462 -0.2 -0.4 0.0
H -2.15526 -6.92580 -1.93254 0.1 0.1 0.1
H -3.43977 -7.92076 -1.20640 0.0 0.0 0.1
H -1.77803 -8.57326 -1.37122 0.1 0.0 0.1
H -3.04286 -9.61456 0.52728 0.0 0.1 -0.1
H -2.97351 -10.74169 2.67363 0.0 0.0 0.1
H -1.90361 -9.64097 4.68090 0.0 0.0 0.0
H -0.91490 -7.34043 4.50073 0.0 -0.1 0.0
H 0.13687 -5.87451 2.79301 0.0 0.0 0.0
H -0.32316 -3.92606 1.89947 0.1 -0.1 0.0
H -3.69249 -5.73418 1.99129 0.0 0.0 0.0
H -5.72578 -4.58139 1.32900 0.0 0.0 0.0
H -5.66954 -2.31805 0.33437 0.0 0.0 0.0
H -3.49749 -1.13452 0.06198 0.0 0.0 0.0
C -1.09427 6.36736 -2.18015 -0.1 0.1 -0.1
As -0.82343 4.63314 -2.92238 0.0 0.0 -0.1
C 0.37984 4.73876 -4.39842 -0.1 0.1 -0.1
C -2.49142 3.89540 -3.48658 0.0 0.0 -0.1
O -0.13268 3.64307 -1.74545 0.1 0.0 0.0
H -1.50709 7.01916 -2.95114 0.0 0.0 0.0
H -0.14029 6.76727 -1.84348 0.0 0.0 0.0
H -1.79826 6.30617 -1.35340 0.0 0.0 0.0
H -0.06142 5.36438 -5.17470 0.0 0.0 0.0
H 0.55177 3.73954 -4.79244 0.0 0.0 0.0
H 1.31540 5.18291 -4.06534 0.0 0.0 0.0
H -2.93426 4.54691 -4.23953 0.0 0.0 0.0
H -3.16031 3.82307 -2.63165 0.0 0.0 0.0
H -2.32006 2.91096 -3.91689 0.0 0.0 0.0
```
Positions in Å, forces in eV/Å.